1.
The following is a DFT calculation (the ωB97M-V functional and the def2-TZVPD basis) of 2 unconnected molecules or ions with the total composition C2H7NO3 at a distorted geometry.

## Properties
Frontier orbital gap ... 10.0 eV
LUMO ... 0.0282 Ha
Net charge ... 0
SMILES ... NCC(=O)O.O
Maximum force ... 1.8 eV Å⁻¹
Energy above the lowest of the compared OMol25 structures with the same formula, charge and spin ... 86.4 kJ/mol

XYZ file:
```
13
Properties=species:S:1:pos:R:3:nbo_charge:R:1
O 0.05 -1.30 1.74 -0.580
C -0.29 -1.44 0.61 0.780
O -0.40 -2.66 0.01 -0.702
C -0.73 -0.36 -0.37 -0.331
N 0.28 0.69 -0.49 -0.833
H -0.45 -3.35 0.69 0.492
H -1.61 0.15 0.02 0.222
H -0.93 -0.76 -1.35 0.218
H 0.59 0.95 0.44 0.370
H 1.08 0.58 -1.09 0.364
H 0.32 4.73 -1.52 0.462
H 1.31 3.66 -1.78 0.462
O 0.77 4.01 -1.06 -0.924
```

2.
The following is a DFT calculation (the ωB97M-V functional and the def2-TZVPD basis) of 2 unconnected molecules or ions with the total composition C2H7NO3 at a distorted geometry.

## Properties
Frontier orbital gap ... 10.7 eV
LUMO ... 0.0168 Ha
Net charge ... 0
SMILES ... O=CNCO.O
Maximum force ... 3.5 eV Å⁻¹
Energy above the lowest of the compared OMol25 structures with the same formula, charge and spin ... 138.3 kJ/mol

XYZ file:
```
13
Properties=species:S:1:pos:R:3:nbo_charge:R:1
O 0.41 -1.66 1.20 -0.612
C 0.47 -2.03 0.05 0.522
N -0.24 -1.40 -0.91 -0.630
C -0.81 -0.10 -0.74 0.067
O 0.12 0.78 -1.50 -0.743
H 1.19 -2.81 -0.24 0.131
H -0.29 -1.75 -1.85 0.400
H -1.68 0.06 -1.38 0.192
H -0.83 0.23 0.28 0.213
H 0.68 1.22 -0.85 0.459
H -0.21 3.18 0.95 0.460
H 0.82 2.67 1.85 0.462
O 0.11 3.28 1.85 -0.921
```

3.
The following is a DFT calculation (the ωB97M-V functional and the def2-TZVPD basis) of 2 unconnected molecules or ions with the total composition C2H7NO3 at a distorted geometry.

## Properties
Frontier orbital gap ... 10.6 eV
LUMO ... 0.0166 Ha
Net charge ... 0
SMILES ... CNC(=O)O.O
Maximum force ... 1.5 eV Å⁻¹
Energy above the lowest of the compared OMol25 structures with the same formula, charge and spin ... 61.7 kJ/mol

XYZ file:
```
13
Properties=species:S:1:pos:R:3:nbo_charge:R:1
C 2.02 0.89 -0.32 -0.417
N 1.30 0.04 0.64 -0.687
C -0.06 -0.23 0.58 0.886
O -0.44 -0.84 -0.56 -0.672
O -0.79 -0.09 1.52 -0.598
H 1.46 1.75 -0.70 0.200
H 2.34 0.31 -1.19 0.182
H 2.91 1.21 0.21 0.217
H 1.68 0.12 1.56 0.400
H 0.32 -0.96 -1.13 0.490
H -4.01 -1.39 -0.12 0.465
H -2.94 -0.30 -0.02 0.481
O -3.79 -0.52 -0.46 -0.948
```

4.
The following is a DFT calculation (the ωB97M-V functional and the def2-TZVPD basis) of 2 unconnected molecules or ions with the total composition C2H7NO3S at a distorted geometry.

## Properties
Frontier orbital gap ... 10.6 eV
LUMO ... 0.0269 Ha
Net charge ... 0
Maximum force ... 4.8 eV Å⁻¹
Energy above the lowest of the compared OMol25 structures with the same formula, charge and spin ... 100.7 kJ/mol

XYZ file:
```
14
Properties=species:S:1:pos:R:3:nbo_charge:R:1
C -1.37 0.16 -0.58 -0.693
C -0.62 0.89 0.41 0.196
N 0.38 0.46 1.06 -0.680
O 2.21 -1.48 0.67 -0.940
O 2.06 -0.27 -1.55 -0.942
O 3.43 0.67 0.19 -0.913
S 2.96 -0.80 -0.61 1.733
H -2.11 0.82 -1.17 0.226
H -0.68 -0.20 -1.22 0.255
H -2.03 -0.70 -0.17 0.245
H -0.83 1.97 0.52 0.157
H 0.73 1.11 1.83 0.368
H 3.63 0.37 1.15 0.480
H 1.43 -0.88 0.88 0.508
```

5.
The following is a DFT calculation (the ωB97M-V functional and the def2-TZVPD basis) of 2 unconnected molecules or ions with the total composition C2H7NO4.

## Properties
Frontier orbital gap ... 9.5 eV
LUMO ... 0.0212 Ha
Net charge ... 0
Maximum force ... 0.5 eV Å⁻¹
Energy above the lowest of the compared OMol25 structures with the same formula, charge and spin ... 610.9 kJ/mol

XYZ file:
```
14
Properties=species:S:1:pos:R:3:nbo_charge:R:1
C 1.66 -0.45 -0.16 -0.713
C 0.19 -0.36 -0.40 0.719
O -0.32 -0.04 1.57 -0.539
O -1.70 -0.50 1.66 -0.488
O -0.54 -1.17 -0.91 -0.610
H -1.58 -1.46 1.69 0.456
H 2.00 0.30 0.55 0.236
H 2.18 -0.31 -1.11 0.233
H 1.89 -1.44 0.23 0.259
N -0.34 1.12 -0.45 -0.367
O -1.52 1.21 -1.21 -0.536
H -1.76 0.26 -1.31 0.497
H 0.33 1.79 -0.84 0.390
H -0.49 1.04 0.69 0.463
```

6.
The following is a DFT calculation (the ωB97M-V functional and the def2-TZVPD basis) of a gas-phase ion, C2H7NO4P (charge -1) at a distorted geometry.

## Properties
Frontier orbital gap ... 8.9 eV
LUMO ... 0.1460 Ha
Net charge ... -1
SMILES ... C[C@](N)(O)[P@](=O)([O-])O
Maximum force ... 3.6 eV Å⁻¹
Energy above the lowest of the compared OMol25 structures with the same formula, charge and spin ... 0.0 kJ/mol

XYZ file:
```
15
Properties=species:S:1:pos:R:3:nbo_charge:R:1
C 0.13 -1.57 0.23 -0.628
C -0.05 -0.21 -0.47 -0.001
N -1.48 -0.19 -0.84 -0.845
O 0.66 2.39 -0.27 -1.195
O 2.03 0.73 1.07 -1.164
O 0.66 -0.30 -1.67 -0.735
O -0.52 1.33 1.68 -1.017
P 0.68 1.13 0.52 2.286
H 1.15 -1.90 0.37 0.221
H -0.36 -1.72 1.14 0.203
H -0.12 -2.29 -0.58 0.204
H -1.54 0.57 -1.51 0.350
H 0.73 0.67 -2.08 0.488
H -2.00 0.11 -0.06 0.355
H 0.04 1.24 2.45 0.478
```

7.
The following is a DFT calculation (the ωB97M-V functional and the def2-TZVPD basis) of 2 unconnected molecules or ions with the total composition C2H7NO4S at a distorted geometry.

## Properties
Spin multiplicity ... 3
Frontier orbital gap (spin up / spin down) ... 5.1 / 7.3 eV
LUMO (spin up / spin down) ... 0.0171 / -0.0886 Ha
Net charge ... 0
Maximum force ... 4.4 eV Å⁻¹
Energy above the lowest of the compared OMol25 structures with the same formula, charge and spin ... 0.0 kJ/mol

XYZ file:
```
15
Properties=species:S:1:pos:R:3:lowdin_spin:R:1
C -1.37 0.95 1.57 0.722
C -0.02 -1.12 1.31 0.410
N 1.04 -0.24 -1.49 0.002
O -1.32 0.64 -1.06 0.054
O -0.95 -1.34 0.38 0.083
O -3.24 -0.36 0.10 0.099
O 1.14 -0.85 1.04 0.296
S -1.90 0.12 0.19 0.227
H -1.03 1.93 1.27 0.038
H -2.17 0.98 2.28 0.034
H -0.31 -1.38 2.33 0.033
H 1.01 -1.07 -2.08 0.000
H 1.70 0.44 -1.84 0.001
H 0.03 0.18 -1.41 0.002
H 1.25 -0.52 -0.47 0.001
```

8.
The following is a DFT calculation (the ωB97M-V functional and the def2-TZVPD basis) of 2 unconnected molecules or ions with the total composition C2H7NO5P2S at a distorted geometry.

## Properties
Frontier orbital gap ... 5.8 eV
LUMO ... 0.2011 Ha
Net charge ... -2
Maximum force ... 3.2 eV Å⁻¹
Energy above the lowest of the compared OMol25 structures with the same formula, charge and spin ... 235.3 kJ/mol

XYZ file:
```
18
Properties=species:S:1:pos:R:3:nbo_charge:R:1
C 1.29 -2.13 0.50 -0.425
C 1.07 1.85 0.32 -0.874
N -0.01 -1.73 -0.15 -1.072
O -2.17 -0.65 0.94 -1.086
O -3.42 1.64 0.35 -1.141
O -3.79 -0.48 -1.08 -1.147
O 2.13 0.54 -1.70 -1.245
O -1.33 0.44 -0.88 -1.086
P -0.66 -0.38 0.28 2.024
P -3.00 0.30 -0.12 2.478
S 0.15 0.92 1.54 -0.139
H 1.09 -3.27 0.71 0.150
H 1.53 -1.55 1.41 0.167
H 2.11 -1.90 -0.19 0.209
H 1.62 1.13 -0.49 0.366
H 1.89 2.41 0.91 0.186
H 0.25 2.44 -0.20 0.216
H 1.25 0.43 -2.16 0.419
```

9.
The following is a DFT calculation (the ωB97M-V functional and the def2-TZVPD basis) of 2 unconnected molecules or ions with the total composition C2H7NOS.

## Properties
Frontier orbital gap ... 9.7 eV
LUMO ... 0.0296 Ha
Net charge ... 0
SMILES ... NC=O.CS
Maximum force ... 0.7 eV Å⁻¹
Energy above the lowest of the compared OMol25 structures with the same formula, charge and spin ... 47.6 kJ/mol

XYZ file:
```
12
Properties=species:S:1:pos:R:3:nbo_charge:R:1
C -1.42 2.14 0.82 -0.734
S -2.57 1.39 -0.37 -0.058
H -0.46 2.32 0.36 0.232
H -1.79 3.08 1.22 0.220
H -1.23 1.42 1.62 0.212
H -1.65 1.15 -1.31 0.128
C 1.84 -1.35 -0.21 0.525
N 1.25 -2.51 -0.58 -0.825
O 1.90 -0.36 -0.91 -0.597
H 2.24 -1.38 0.81 0.106
H 0.98 -3.22 0.07 0.392
H 0.92 -2.68 -1.51 0.398
```

10.
The following is a DFT calculation (the ωB97M-V functional and the def2-TZVPD basis) of 2 unconnected molecules or ions with the total composition C2H7NOS at a distorted geometry.

## Properties
Frontier orbital gap ... 9.9 eV
LUMO ... 0.0203 Ha
Net charge ... 0
SMILES ... NC=O.CS
Maximum force ... 5.0 eV Å⁻¹
Energy above the lowest of the compared OMol25 structures with the same formula, charge and spin ... 183.9 kJ/mol

XYZ file:
```
12
Properties=species:S:1:pos:R:3:nbo_charge:R:1
C 2.07 -1.86 0.52 -0.696
S 3.57 -0.88 -0.02 -0.078
H 2.10 -2.90 0.32 0.221
H 1.85 -1.53 1.44 0.212
H 1.06 -1.38 0.05 0.212
H 4.22 -0.70 1.16 0.129
C -2.60 2.15 -0.88 0.531
N -2.29 0.84 -0.32 -0.924
O -3.58 2.73 -0.55 -0.543
H -2.05 2.50 -1.69 0.120
H -1.28 0.80 -0.05 0.396
H -3.07 0.21 0.03 0.420
```